Entry 1:
{
  "formula": "C4H8AgBF12N2O10S4",
  "method": "ωB97M-V/def2-TZVPD",
  "homo_lumo_gap_ha": [0.347, 0.239],
  "homo_energy_ev": [-7.31, -7.27],
  "e_tot_ha": -3982.04421,
  "max_force_ev_per_a": 2.11,
  "charge": -1,
  "s_squared": 0.753,
  "multiplicity": 2,
  "elements": ["Ag", "C", "F", "F", "F", "S", "O", "O", "N", "S", "O", "O", "C", "F", "F", "F", "C", "F", "F", "F", "S", "O", "O", "N", "S", "O", "O", "C", "F", "F", "F", "B", "H", "H", "H", "H", "O", "H", "H", "O", "H", "H"],
  "positions_angstrom": [[19.170, -20.464, -22.844], [19.453, -16.414, -21.456], [19.701, -15.455, -20.564], [18.393, -16.094, -22.195], [20.499, -16.568, -22.270], [19.143, -18.010, -20.516], [20.426, -18.661, -20.502], [18.595, -17.635, -19.275], [18.212, -18.919, -21.530], [16.623, -18.588, -21.416], [16.246, -17.314, -20.898], [15.973, -19.016, -22.602], [16.016, -19.781, -20.133], [16.031, -21.033, -20.572], [16.817, -19.730, -19.040], [14.800, -19.431, -19.739], [21.112, -23.995, -23.341], [21.881, -23.560, -22.336], [21.751, -24.984, -23.943], [19.975, -24.492, -22.843], [20.745, -22.653, -24.618], [21.594, -22.958, -25.701], [19.341, -22.763, -24.817], [21.029, -21.258, -23.793], [22.508, -20.728, -24.172], [23.484, -21.697, -23.769], [22.626, -20.140, -25.466], [22.769, -19.317, -23.016], [21.842, -18.376, -23.197], [22.682, -19.726, -21.744], [23.999, -18.853, -23.217], [18.231, -19.490, -24.891], [17.198, -18.864, -24.922], [18.678, -19.654, -26.003], [19.064, -18.905, -24.256], [17.885, -20.550, -24.435], [17.614, -22.205, -22.496], [17.087, -22.736, -23.103], [17.751, -22.754, -21.717], [20.279, -21.250, -20.932], [20.476, -22.102, -20.531], [20.393, -20.583, -20.237]]
}



Entry 2:
{
  "formula": "C4H8BCsF4O2S",
  "method": "ωB97M-V/def2-TZVPD",
  "relative_energy_kj_mol": 301.3,
  "homo_lumo_gap_ha": 0.279,
  "homo_energy_ev": -9.38,
  "e_tot_ha": -1150.49429,
  "max_force_ev_per_a": 3.72,
  "charge": 0,
  "elements": ["Cs", "B", "F", "F", "F", "F", "C", "C", "C", "S", "O", "O", "C", "H", "H", "H", "H", "H", "H", "H", "H"],
  "positions_angstrom": [[1.718, -2.500, 4.654], [6.103, -3.952, 1.099], [4.742, -4.092, 0.734], [6.305, -4.412, 2.356], [6.895, -4.613, 0.207], [6.523, -2.690, 1.025], [-2.153, 2.866, -0.531], [-0.917, 1.956, -0.950], [-1.374, 0.529, -1.283], [-2.836, 0.234, -0.350], [-2.345, 0.047, 1.005], [-3.742, -0.757, -0.961], [-3.489, 1.943, -0.280], [-2.435, 3.660, -1.222], [-1.899, 3.365, 0.404], [-0.243, 1.787, -0.111], [-0.366, 2.359, -1.800], [-0.615, -0.250, -1.206], [-1.689, 0.546, -2.326], [-4.019, 1.973, 0.672], [-4.163, 2.003, -1.134]]
}



Entry 3:
{
  "formula": "C4H8BF2NO4",
  "method": "ωB97M-V/def2-TZVPD",
  "relative_energy_kj_mol": 119.0,
  "homo_lumo_gap_ha": 0.379,
  "homo_energy_ev": -10.03,
  "e_tot_ha": -737.62551,
  "max_force_ev_per_a": 4.07,
  "charge": 0,
  "elements": ["F", "C", "F", "C", "O", "C", "C", "N", "H", "H", "H", "H", "H", "O", "B", "O", "O", "H", "H", "H"],
  "positions_angstrom": [[-3.540, -1.294, 0.054], [-2.436, -0.787, -0.689], [-2.839, -0.769, -1.938], [-2.170, 0.615, -0.137], [-1.727, 0.487, 1.274], [-0.506, -0.252, 1.351], [-0.433, -1.268, 0.282], [-1.237, -1.594, -0.626], [-1.414, 1.059, -0.741], [-3.085, 1.210, -0.121], [-0.432, -0.965, 2.225], [0.454, 0.140, 1.293], [0.645, -1.612, 0.254], [0.962, -0.187, -2.154], [1.595, 0.545, -1.227], [2.699, 0.057, -0.640], [1.022, 1.698, -0.857], [0.058, -0.111, -2.485], [3.031, -0.753, -1.032], [1.495, 2.318, -0.292]]
}



Entry 4:
{
  "formula": "C4H8BrNO",
  "method": "ωB97M-V/def2-TZVPD",
  "relative_energy_kj_mol": 359.1,
  "homo_lumo_gap_ha": 0.364,
  "homo_energy_ev": -9.12,
  "e_tot_ha": -2861.09224,
  "max_force_ev_per_a": 3.51,
  "charge": 0,
  "elements": ["C", "C", "C", "Br", "H", "H", "H", "H", "H", "C", "N", "O", "H", "H", "H"],
  "positions_angstrom": [[-1.315, 0.687, -1.969], [-1.789, 0.745, -0.706], [-1.373, 1.841, 0.259], [-2.646, -0.633, 0.212], [-1.427, -0.258, -2.596], [-0.964, 1.626, -2.308], [-2.159, 2.567, 0.480], [-1.110, 1.392, 1.207], [-0.535, 2.306, -0.213], [1.023, -1.667, -0.418], [0.705, -1.132, 0.650], [1.769, -0.760, 1.446], [0.270, -1.854, -1.183], [2.041, -2.201, -0.534], [2.626, -1.178, 1.037]]
}



Entry 5:
{
  "formula": "C4H8BrNO2P",
  "method": "ωB97M-V/def2-TZVPD",
  "relative_energy_kj_mol": 0.0,
  "homo_lumo_gap_ha": 0.297,
  "homo_energy_ev": -4.65,
  "e_tot_ha": -3277.93331,
  "max_force_ev_per_a": 7.11,
  "charge": -1,
  "elements": ["O", "P", "O", "Br", "N", "C", "C", "C", "C", "H", "H", "H", "H", "H", "H", "H", "H"],
  "positions_angstrom": [[1.106, -2.117, 2.427], [1.251, -0.503, 1.788], [1.588, 0.728, 2.582], [2.849, -0.808, 0.222], [-0.102, -0.205, 0.831], [-0.701, -1.096, -0.185], [-0.724, -0.289, -1.424], [-0.358, 1.131, -1.071], [-0.228, 1.151, 0.453], [-1.638, -1.467, 0.211], [-0.148, -2.083, -0.296], [-1.658, -0.228, -1.803], [-0.048, -0.795, -2.270], [0.528, 1.290, -1.555], [-1.123, 1.904, -1.506], [0.531, 1.793, 0.802], [-1.126, 1.593, 0.794]]
}



Entry 6:
{
  "formula": "C4H8BrNO3",
  "method": "ωB97M-V/def2-TZVPD",
  "relative_energy_kj_mol": 416.6,
  "homo_lumo_gap_ha": 0.382,
  "homo_energy_ev": -10.76,
  "e_tot_ha": -3011.53834,
  "max_force_ev_per_a": 5.06,
  "charge": 0,
  "elements": ["C", "C", "O", "C", "C", "Br", "N", "O", "O", "H", "H", "H", "H", "H", "H", "H", "H"],
  "positions_angstrom": [[1.389, 0.499, 1.672], [1.442, 0.170, 0.180], [0.603, -0.931, -0.153], [-0.709, -0.740, -0.539], [-0.910, -0.139, -1.910], [-1.531, -2.551, -0.372], [-1.449, 0.142, 0.489], [-2.132, 1.052, 0.080], [-1.291, -0.163, 1.644], [0.376, 0.725, 2.265], [1.875, -0.411, 2.126], [2.133, 1.331, 1.798], [2.374, 0.075, -0.205], [1.086, 1.062, -0.258], [-0.329, -0.847, -2.513], [-2.093, -0.287, -2.236], [-0.833, 1.015, -2.067]]
}



Entry 7:
{
  "formula": "C4H8Cl2N",
  "method": "ωB97M-V/def2-TZVPD",
  "relative_energy_kj_mol": 117.0,
  "homo_lumo_gap_ha": 0.382,
  "homo_energy_ev": -14.19,
  "e_tot_ha": -1132.00317,
  "max_force_ev_per_a": 4.64,
  "charge": 1,
  "elements": ["C", "C", "C", "C", "N", "Cl", "Cl", "H", "H", "H", "H", "H", "H", "H", "H"],
  "positions_angstrom": [[1.337, 0.688, -1.615], [0.607, -0.638, -1.724], [1.026, -0.105, -0.414], [-0.565, 0.617, 0.785], [-0.889, -0.661, 1.403], [-1.108, -0.691, -2.112], [2.077, -0.874, 0.719], [2.358, 0.744, -1.967], [0.778, 1.598, -1.777], [1.128, -1.494, -2.136], [-1.291, 0.988, 0.081], [-0.108, 1.339, 1.441], [-1.351, -1.261, 0.705], [-1.490, -0.580, 2.235], [0.023, -1.105, 1.661]]
}



Entry 8:
{
  "formula": "C4H8Cl2N2",
  "method": "ωB97M-V/def2-TZVPD",
  "relative_energy_kj_mol": 33.3,
  "homo_lumo_gap_ha": 0.381,
  "homo_energy_ev": -9.60,
  "e_tot_ha": -1187.07854,
  "max_force_ev_per_a": 1.05,
  "charge": 0,
  "elements": ["N", "C", "C", "N", "C", "C", "Cl", "Cl", "H", "H", "H", "H", "H", "H", "H", "H"],
  "positions_angstrom": [[-0.689, 2.013, 1.817], [-1.396, 1.416, 0.700], [-0.550, 0.871, -0.480], [0.711, 1.578, -0.823], [1.347, 0.287, -1.144], [0.213, -0.464, -0.405], [0.688, -0.957, 1.247], [-0.518, -1.857, -1.241], [-0.205, 2.849, 1.542], [-0.010, 1.382, 2.249], [-1.999, 0.610, 1.104], [-2.072, 2.164, 0.331], [-1.224, 0.854, -1.355], [1.092, 1.935, 0.021], [1.337, 0.113, -2.226], [2.348, 0.120, -0.731]]
}



Entry 9:
{
  "formula": "C4H8Cl2O2",
  "method": "ωB97M-V/def2-TZVPD",
  "relative_energy_kj_mol": 432.9,
  "homo_lumo_gap_ha": [0.333, 0.333],
  "homo_energy_ev": [-8.98, -8.98],
  "e_tot_ha": -1227.89399,
  "max_force_ev_per_a": 3.50,
  "charge": 0,
  "elements": ["C", "C", "C", "C", "O", "O", "Cl", "Cl", "H", "H", "H", "H", "H", "H", "H", "H"],
  "positions_angstrom": [[-0.315, -1.395, 1.464], [-0.978, -1.879, -1.067], [1.555, 2.774, -0.325], [-0.653, -0.966, 0.107], [-0.803, 1.105, 0.863], [-0.999, 0.241, -0.124], [2.342, 1.291, -0.842], [1.285, 3.932, -1.611], [0.173, -0.526, 1.835], [-1.319, -1.726, 1.837], [0.392, -2.279, 1.493], [-0.388, -1.733, -2.052], [-0.983, -2.891, -0.835], [-2.011, -1.630, -1.472], [0.670, 2.511, 0.172], [2.031, 3.170, 0.558]]
}



Entry 10:
{
  "formula": "C4H8Cl2Si",
  "method": "ωB97M-V/def2-TZVPD",
  "relative_energy_kj_mol": 362.5,
  "homo_lumo_gap_ha": 0.359,
  "homo_energy_ev": -9.16,
  "e_tot_ha": -1367.04415,
  "max_force_ev_per_a": 5.68,
  "charge": 0,
  "elements": ["Cl", "Si", "Cl", "H", "H", "C", "C", "C", "C", "H", "H", "H", "H", "H", "H"],
  "positions_angstrom": [[1.756, -0.741, 0.806], [0.759, 0.268, 2.347], [2.074, 1.202, 3.438], [-0.118, 1.062, 1.846], [-0.170, -0.888, 2.726], [-1.254, -1.770, -0.497], [-0.752, -0.487, -0.887], [-0.580, 0.561, -1.525], [0.366, 1.599, -1.744], [-1.185, -2.412, -1.298], [-0.542, -2.180, 0.186], [-2.243, -1.800, 0.105], [0.687, 1.323, -2.749], [-0.022, 2.665, -1.707], [1.223, 1.595, -1.047]]
}



Entry 11:
{
  "formula": "C4H8ClF",
  "method": "ωB97M-V/def2-TZVPD",
  "relative_energy_kj_mol": 131.2,
  "homo_lumo_gap_ha": 0.442,
  "homo_energy_ev": -11.19,
  "e_tot_ha": -717.22432,
  "max_force_ev_per_a": 3.88,
  "charge": 0,
  "elements": ["C", "C", "C", "C", "F", "Cl", "H", "H", "H", "H", "H", "H", "H", "H"],
  "positions_angstrom": [[-0.535, 1.842, 0.230], [-0.403, 0.347, -0.050], [0.908, -0.321, 0.086], [1.001, -1.659, -0.604], [1.172, -0.566, 1.658], [2.245, 0.744, -0.366], [0.022, 2.307, -0.580], [-0.301, 2.052, 1.292], [-1.444, 2.396, 0.206], [-1.093, -0.368, 0.519], [-0.761, 0.117, -1.139], [-0.027, -1.817, -0.986], [1.635, -1.419, -1.446], [1.319, -2.465, -0.065]]
}



Entry 12:
{
  "formula": "C4H8ClN2",
  "method": "ωB97M-V/def2-TZVPD",
  "relative_energy_kj_mol": 617.4,
  "homo_lumo_gap_ha": [0.288, 0.284],
  "homo_energy_ev": [-13.79, -13.99],
  "e_tot_ha": -726.45822,
  "max_force_ev_per_a": 4.20,
  "charge": 1,
  "elements": ["C", "C", "C", "C", "N", "N", "Cl", "H", "H", "H", "H", "H", "H", "H", "H"],
  "positions_angstrom": [[0.757, 0.582, 0.093], [-2.279, -0.143, -0.116], [2.149, 0.557, 0.488], [-2.557, -1.296, -0.955], [0.039, -0.297, 0.596], [0.365, 1.751, -0.506], [-3.118, 0.945, 0.630], [2.488, -0.084, 1.218], [2.569, 1.584, 0.637], [2.592, 0.283, -0.489], [-3.504, -1.264, -1.462], [-1.741, -1.577, -1.571], [-2.688, -2.133, -0.195], [1.026, 2.382, -1.037], [-0.538, 1.631, -0.997]]
}